239
Properties=species:S:1:pos:R:3 method="wB97M-V/def2-TZVPD" multiplicity=2 de_lowest_kcal_mol=0.0 homo_lumo_gap_ha="0.04375 / 0.29746" homo_energy_ev="0.68 / -6.26" total_charge=-1
C 9.79993 -8.38087 -3.20330
O 8.85291 -7.47710 -3.56083
C 7.63850 -7.80348 -2.91800
C 6.70022 -6.57035 -2.79066
N 5.74706 -6.71660 -1.63340
C 6.23866 -6.87612 -0.31777
C 5.40486 -6.49124 0.92691
O 5.31243 -5.08790 1.15611
C 4.45893 -4.75125 2.21089
H 10.58801 -8.39788 -3.95612
H 9.39440 -9.38464 -3.07649
H 10.25339 -8.06568 -2.26355
H 7.79393 -8.29627 -1.95826
H 7.09065 -8.55193 -3.49054
H 6.11577 -6.42153 -3.69861
H 7.31112 -5.67044 -2.71952
H 4.84578 -6.26649 -1.70542
H 7.22235 -6.42971 -0.17224
H 6.46364 -7.94102 -0.25887
H 6.05238 -6.83655 1.73287
H 4.46084 -7.02492 1.03695
H 3.47272 -4.80904 1.75030
H 4.59481 -3.70840 2.49742
H 4.68311 -5.38225 3.07094
C -3.25776 1.96722 -1.53104
O -1.98193 1.40942 -1.80737
C -2.03591 0.00276 -2.08170
C -1.82925 -0.79341 -0.77284
N -0.41403 -0.87654 -0.36387
C -0.08512 0.31128 0.36734
C 0.85936 0.05519 1.51846
O 0.60130 -1.21131 2.22426
C 1.64828 -1.64448 3.11764
H -3.92719 1.28263 -1.01016
H -3.70091 2.20802 -2.49734
H -3.10035 2.87411 -0.94720
H -1.23853 -0.20865 -2.79415
H -2.94567 -0.32021 -2.58780
H -2.20440 -1.80165 -0.94834
H -2.38715 -0.33103 0.04144
H -0.30832 -1.62682 0.30398
H -0.99291 0.79632 0.72617
H 0.41736 1.11724 -0.16749
H 0.79037 0.89324 2.21201
H 1.80990 0.03621 0.98534
H 1.87879 -0.82982 3.80415
H 2.46477 -1.86994 2.43163
H 1.45452 -2.52069 3.73635
C -8.08951 -4.20260 3.74407
O -6.73335 -3.76991 3.46583
C -6.54797 -2.38104 3.83448
C -5.11592 -2.13462 3.49173
N -4.51530 -0.87813 4.07446
C -3.35115 -0.41736 3.42473
C -2.17854 0.09351 4.23531
O -1.23952 -0.90117 4.78051
C -0.10570 -0.34143 5.49301
H -8.10373 -5.28975 3.82167
H -8.76106 -3.82034 2.97531
H -8.33387 -3.83470 4.74058
H -6.77859 -2.22841 4.88881
H -7.24091 -1.78304 3.24258
H -4.94803 -2.19732 2.41657
H -4.44866 -2.79360 4.04725
H -4.29862 -1.03759 5.04797
H -3.47858 0.31523 2.62776
H -3.11703 -1.27364 2.79222
H -2.67347 0.59112 5.06930
H -1.61065 0.79595 3.62525
H 0.60235 -1.00284 5.99232
H -0.61719 0.12745 6.33362
H 0.34137 0.44909 4.89026
C 5.55982 -0.87718 0.69979
O 4.77318 -0.52228 1.83033
C 4.75113 0.82380 2.04375
C 6.06489 1.47962 2.62224
N 5.95899 2.97316 2.49650
C 6.95867 3.78822 3.31899
C 7.08542 5.24034 2.84376
O 5.83210 5.88296 2.59641
C 5.85411 7.33421 2.43998
H 4.94055 -0.84062 -0.19646
H 5.85654 -1.92591 0.68532
H 6.52136 -0.36398 0.71243
H 3.92858 1.05740 2.71972
H 4.31747 1.45348 1.26687
H 6.95991 1.08266 2.14323
H 6.13704 1.20992 3.67588
H 5.95578 3.26556 1.52976
H 7.92817 3.30435 3.20051
H 6.71309 3.78868 4.38097
H 7.76964 5.47978 2.02974
H 7.56195 5.79701 3.65068
H 4.84365 7.70935 2.27770
H 6.43248 7.62248 1.56221
H 6.16572 7.90727 3.31326
C -3.91579 0.54070 -4.99486
O -4.73804 0.99185 -6.05934
C -4.01772 1.83901 -6.99386
C -4.89192 2.18630 -8.18048
N -5.93594 3.23977 -8.01634
C -6.64270 3.51128 -9.26978
C -7.80783 4.47457 -9.10164
O -9.02409 3.86298 -8.81233
C -10.08650 4.76232 -8.66593
H -4.51520 -0.15328 -4.40562
H -3.40253 1.29597 -4.39970
H -3.12057 -0.09378 -5.38624
H -3.20437 1.31528 -7.49613
H -3.66864 2.74420 -6.49700
H -5.43421 1.25118 -8.32039
H -4.30873 2.55509 -9.02428
H -6.60947 2.97089 -7.31337
H -7.06198 2.62685 -9.74946
H -5.91825 3.92736 -9.96989
H -7.90579 4.99068 -10.05670
H -7.66248 5.19715 -8.29862
H -10.98458 4.14586 -8.70483
H -10.41830 5.49875 -9.39783
H -10.06045 5.21003 -7.67247
C 4.55503 -3.13865 8.70651
C 5.90750 -2.84678 8.04222
C 5.83641 -2.72139 6.53716
O 4.90603 -1.73845 6.15040
C 4.96692 -1.26760 4.81422
N 6.50450 -1.69436 8.63365
H 4.52707 -3.52983 9.72351
H 3.93699 -3.72721 8.02848
H 4.03120 -2.18277 8.70899
H 6.53742 -3.73226 8.12721
H 5.56400 -3.65715 6.04905
H 6.78457 -2.51628 6.04015
H 4.90875 -1.97496 3.98696
H 5.89022 -0.73636 4.58310
H 4.18629 -0.52961 4.62959
H 6.74928 -2.06735 9.53978
H 5.83734 -0.93850 8.69418
C -3.70679 8.30701 -6.61767
C -4.36727 6.98330 -6.86442
C -4.56930 6.07483 -5.62306
O -3.27899 5.56696 -5.14268
C -3.57534 4.44450 -4.26670
N -5.70195 7.25853 -7.52999
H -2.78898 8.26491 -6.03119
H -4.28614 8.75559 -5.81068
H -3.65004 8.88127 -7.54239
H -3.94507 6.32374 -7.62260
H -5.24096 5.29907 -5.99072
H -5.13492 6.53168 -4.81099
H -2.66317 3.87151 -4.10021
H -4.34485 3.74905 -4.60182
H -3.84253 4.72098 -3.24676
H -5.55876 7.70830 -8.42291
H -6.15008 6.36701 -7.68647
C -9.68278 3.14224 -5.29728
C -8.20540 3.13958 -4.87020
C -7.96704 3.47709 -3.35682
O -6.57271 3.65503 -3.09238
C -6.38850 4.02366 -1.67363
N -7.47705 1.93047 -5.19487
H -10.19246 4.06692 -5.02655
H -10.21892 2.30983 -4.84149
H -9.64482 3.20620 -6.38474
H -7.67988 3.89808 -5.45038
H -8.37182 2.62213 -2.81526
H -8.56578 4.38082 -3.24334
H -6.69765 3.26073 -0.95917
H -6.96289 4.90609 -1.39166
H -5.32075 4.22472 -1.58657
H -7.54651 1.33233 -4.38400
H -6.48332 2.07819 -5.29864
C -0.11820 1.07228 -5.28654
C 1.08185 0.33514 -5.76893
C 2.00303 0.02143 -4.59686
O 2.72093 1.13775 -4.00358
C 3.18524 0.85432 -2.67406
N 0.55433 -0.79540 -6.46027
H 0.18885 1.86254 -4.60148
H -0.78718 0.45803 -4.68384
H -0.65861 1.60888 -6.06637
H 1.68304 0.90974 -6.47356
H 2.76776 -0.69040 -4.90765
H 1.41133 -0.39595 -3.78213
H 3.55211 1.69790 -2.08937
H 3.97429 0.10753 -2.76235
H 2.35282 0.44865 -2.09907
H 1.37456 -1.24804 -6.83770
H 0.09117 -1.39552 -5.79286
C -0.97787 -4.46901 9.96806
C 0.44829 -3.89299 10.04554
C 0.90948 -3.08028 8.79893
O 1.40822 -4.02726 7.84368
C 1.37177 -3.59465 6.55989
N 0.37596 -3.02137 11.22986
H -1.77472 -3.87181 9.52479
H -1.23758 -4.76131 10.98551
H -0.92388 -5.41354 9.42672
H 1.09407 -4.73546 10.29314
H 1.69004 -2.35762 9.03678
H 0.00043 -2.55747 8.50159
H 0.31826 -3.52406 6.28929
H 1.94486 -4.20806 5.86463
H 1.75273 -2.59024 6.37512
H 1.06019 -2.28475 11.32634
H 0.34873 -3.63010 12.03534
C 2.47717 5.12771 4.06266
C 1.27654 4.16886 4.05801
C 0.26124 4.49079 2.92656
O -0.85439 3.55218 2.91255
C -1.99449 4.04651 2.16074
N 1.55891 2.78754 4.09067
H 2.99530 5.18047 5.02019
H 2.07273 6.10763 3.80910
H 3.23170 4.92667 3.30216
H 0.62375 4.23380 4.92849
H 0.70761 4.47380 1.93230
H -0.12282 5.49980 3.07653
H -2.82145 3.33937 2.09596
H -1.68217 4.34737 1.16072
H -2.44808 4.96763 2.52665
H 2.15172 2.59959 3.29484
H 0.63414 2.44920 3.86610
C 2.10981 -2.89382 -2.44617
C 2.89551 -3.68392 -1.42866
C 2.17372 -5.06034 -1.08636
O 2.24095 -5.97530 -2.17384
C 1.37264 -7.09724 -2.17536
N 4.19644 -3.78596 -2.03005
H 1.17669 -2.65232 -1.93719
H 1.85754 -3.27751 -3.43472
H 2.46795 -1.87543 -2.59693
H 3.03689 -3.09129 -0.52484
H 1.12560 -5.02103 -0.78968
H 2.75227 -5.51018 -0.27951
H 1.88511 -7.88491 -1.62306
H 1.09827 -7.55374 -3.12638
H 0.48337 -7.11056 -1.54519
H 4.06701 -4.43869 -2.78984
H 4.75920 -4.34157 -1.40180